Record 1
ORCA calculation (ωB97M-V/def2-TZVPD) on a cluster of 5 separate species, C20H41I2N5O8S in total in a non-equilibrium geometry.

Properties
- Energy relative to the best compared isomer or geometry (same formula, charge and spin): 0.0 kJ/mol
- Total energy: -2655.960166 Ha
- Molar mass: 765.45 u
- Multiplicity: 1
- Net charge: 0
- Kohn-Sham gap: 8.75 eV

Structure (XYZ):
```
77
C20H41I2N5O8S | the Open Molecules 2025 dataset | ωB97M-V/def2-TZVPD
C 5.040 1.940 -0.798
C 5.054 0.791 -1.813
C 4.470 -0.527 -1.268
N 3.243 -0.998 -1.931
C 2.070 -1.119 -1.133
O 2.385 -1.952 -0.002
S 1.511 -1.607 1.268
O 0.349 -2.427 1.254
O 2.323 -1.577 2.432
O 1.207 -0.099 0.878
C 1.524 0.199 -0.508
C 0.507 0.967 -1.319
I 1.443 2.466 -2.471
C -0.819 0.840 -1.405
C -1.773 1.698 -2.175
I -1.770 -0.706 -0.393
H 5.824 2.665 -1.019
H 4.102 2.495 -0.813
H 5.201 1.588 0.221
H 6.085 0.610 -2.119
H 4.492 1.095 -2.701
H 5.218 -1.315 -1.356
H 4.281 -0.412 -0.198
H 3.037 -0.479 -2.775
H 1.296 -1.591 -1.744
H 2.386 0.865 -0.414
H -2.582 1.086 -2.565
H -1.294 2.170 -3.026
H -2.222 2.441 -1.510
C 0.330 -1.411 -6.437
N -0.809 -0.898 -5.706
C -1.287 0.375 -5.674
C -0.558 1.416 -6.492
O -2.261 0.657 -4.997
H 0.027 -2.191 -7.137
H 1.073 -1.832 -5.757
H 0.801 -0.612 -7.001
H -1.339 -1.540 -5.136
H -1.064 2.366 -6.348
H 0.480 1.512 -6.168
H -0.568 1.163 -7.553
C -4.910 1.112 4.035
N -4.320 1.800 2.909
C -4.513 1.553 1.583
C -5.451 0.433 1.209
O -3.932 2.223 0.743
H -5.495 1.797 4.652
H -4.142 0.656 4.664
H -5.568 0.323 3.683
H -3.679 2.556 3.090
H -5.480 0.376 0.125
H -5.104 -0.525 1.599
H -6.458 0.626 1.584
C 3.146 3.014 5.510
N 3.703 3.493 4.264
C 3.386 3.103 2.999
C 2.323 2.041 2.840
O 3.950 3.599 2.037
H 2.674 3.826 6.067
H 3.919 2.571 6.141
H 2.395 2.256 5.314
H 4.418 4.203 4.301
H 2.197 1.865 1.780
H 2.613 1.110 3.328
H 1.372 2.376 3.258
C -1.464 -4.906 2.711
N -2.225 -3.757 2.269
C -3.506 -3.712 1.832
C -4.281 -5.009 1.782
O -4.002 -2.653 1.472
H -1.122 -4.773 3.739
H -0.590 -5.054 2.076
H -2.078 -5.801 2.669
H -1.753 -2.864 2.248
H -5.274 -4.789 1.402
H -3.796 -5.728 1.122
H -4.367 -5.455 2.774
```

These are the Mulliken partial charges, in e, on atoms 1 to 4: number 1, C, carries -1.171; number 2, C, carries -0.211; number 3, C, carries -0.523; number 4, N, carries -0.302

Record 2
ORCA calculation (ωB97M-V/def2-TZVPD) on a cluster of 5 separate species, H10O5 in total.

Properties
- Energy relative to the best compared isomer or geometry (same formula, charge and spin): 87.9 kJ/mol
- Total energy: -382.190682 Ha
- Molar mass: 90.07 u
- Multiplicity: 1
- Net charge: 0
- Kohn-Sham gap: 10.48 eV

Structure (XYZ):
```
15
H10O5 | the Open Molecules 2025 dataset | ωB97M-V/def2-TZVPD
O -22.894 -3.875 -24.964
H -23.074 -4.029 -25.898
H -23.637 -4.289 -24.503
O -25.158 -5.294 -23.134
H -25.208 -6.101 -23.664
H -26.013 -4.859 -23.260
O -25.219 -1.469 -20.519
H -25.750 -1.323 -21.307
H -24.503 -2.065 -20.814
O -24.941 -6.750 -20.399
H -24.070 -7.138 -20.255
H -24.810 -6.104 -21.106
O -23.464 -3.097 -22.076
H -23.911 -3.850 -22.482
H -22.665 -2.972 -22.604
```

These are the natural (NBO) partial charges, in e, on atoms 1 to 4: number 1, O, carries -0.950; number 2, H, carries 0.473; number 3, H, carries 0.473; number 4, O, carries -0.975

Record 3
ORCA calculation (ωB97M-V/def2-TZVPD) on a cluster of 9 separate species, C64H60BrF8NO2 in total in a non-equilibrium geometry.

Properties
- Energy relative to the best compared isomer or geometry (same formula, charge and spin): 668.7 kJ/mol
- Total energy: -6052.689744 Ha
- Molar mass: 1107.08 u
- Multiplicity: 1
- Net charge: 0
- Kohn-Sham gap: 8.14 eV

Structure (XYZ):
```
136
C64H60BrF8NO2 | the Open Molecules 2025 dataset | ωB97M-V/def2-TZVPD
C 4.733 -1.306 1.128
C 4.390 -0.631 -0.323
C 3.937 -1.879 -1.263
C 3.573 -1.451 -2.767
C 2.830 -0.001 -2.777
N 2.746 -2.443 -3.520
C 3.003 -3.880 -3.269
O 3.927 -4.499 -3.830
C 1.882 -4.322 -2.227
C 1.791 -5.494 -1.233
C 0.497 -5.535 -0.339
C -0.588 -4.416 -0.488
C -1.924 -4.363 0.429
C -1.968 -2.840 1.027
C -2.456 -2.786 2.559
Br -0.938 -3.376 3.724
C -0.474 -3.250 -1.538
C 0.795 -3.223 -2.410
C 1.292 -2.238 -3.560
O 0.570 -1.537 -4.300
H 3.771 -1.300 1.764
H 4.974 -2.425 0.959
H 5.600 -0.726 1.601
H 3.515 0.083 -0.135
H 5.334 -0.115 -0.705
H 4.729 -2.716 -1.271
H 2.978 -2.286 -0.756
H 4.570 -1.269 -3.324
H 1.999 -0.032 -1.988
H 3.543 0.846 -2.479
H 2.409 0.255 -3.809
H 2.633 -6.255 -1.162
H 0.350 -6.370 0.439
H -2.873 -4.555 -0.187
H -1.844 -5.045 1.343
H -0.869 -2.480 1.032
H -2.547 -2.122 0.356
H -2.635 -1.680 2.834
H -3.398 -3.414 2.679
H -1.253 -2.429 -1.656
F 3.510 -1.471 -10.403
C 2.708 -1.547 -9.327
C 3.264 -1.778 -8.079
C 2.435 -1.851 -6.964
C 1.058 -1.703 -7.111
C 0.510 -1.476 -8.371
C 1.340 -1.391 -9.485
H 4.337 -1.899 -7.984
H 2.861 -2.025 -5.981
H 0.412 -1.765 -6.242
H -0.563 -1.365 -8.486
H 0.932 -1.206 -10.472
F -5.015 -4.816 1.884
C -5.819 -4.903 2.959
C -5.264 -5.137 4.208
C -6.096 -5.222 5.320
C -7.473 -5.082 5.168
C -8.020 -4.852 3.909
C -7.188 -4.756 2.798
H -4.190 -5.251 4.305
H -5.671 -5.397 6.302
H -8.121 -5.153 6.036
H -9.093 -4.748 3.793
H -7.595 -4.569 1.811
F 1.757 0.485 0.588
C 1.700 1.253 1.691
C 0.669 1.064 2.598
C 0.613 1.855 3.741
C 1.582 2.832 3.958
C 2.609 3.016 3.036
C 2.672 2.218 1.899
H -0.080 0.304 2.409
H -0.184 1.710 4.462
H 1.535 3.452 4.848
H 3.357 3.776 3.204
H 3.470 2.341 1.175
F 6.739 1.083 2.250
C 8.062 1.211 2.060
C 8.565 2.396 1.548
C 9.936 2.530 1.355
C 10.787 1.472 1.666
C 10.270 0.284 2.175
C 8.900 0.154 2.378
H 7.886 3.206 1.304
H 10.341 3.456 0.962
H 11.856 1.575 1.511
H 10.934 -0.540 2.412
H 8.481 -0.760 2.782
F 3.275 5.473 2.293
C 2.614 6.470 1.681
C 2.670 7.750 2.211
C 1.991 8.783 1.574
C 1.252 8.521 0.420
C 1.199 7.231 -0.099
C 1.889 6.200 0.532
H 3.243 7.932 3.113
H 2.034 9.790 1.975
H 0.719 9.326 -0.073
H 0.621 7.028 -0.994
H 1.866 5.191 0.136
F -11.171 -4.942 2.379
C -11.282 -6.265 2.179
C -12.100 -7.013 3.010
C -12.219 -8.383 2.799
C -11.509 -8.991 1.766
C -10.686 -8.230 0.941
C -10.576 -6.858 1.144
H -12.639 -6.524 3.813
H -12.863 -8.977 3.439
H -11.599 -10.060 1.606
H -10.131 -8.705 0.140
H -9.946 -6.250 0.506
F 1.497 11.398 -0.923
C 2.821 11.528 -1.113
C 3.321 12.715 -1.624
C 4.692 12.853 -1.816
C 5.546 11.797 -1.506
C 5.032 10.607 -0.998
C 3.662 10.473 -0.795
H 2.640 13.523 -1.867
H 5.094 13.781 -2.208
H 6.615 11.904 -1.661
H 5.698 9.784 -0.761
H 3.246 9.557 -0.392
F -4.459 -0.245 2.453
C -5.178 0.046 1.357
C -6.554 -0.117 1.383
C -7.299 0.190 0.249
C -6.659 0.645 -0.901
C -5.276 0.801 -0.917
C -4.531 0.505 0.221
H -7.034 -0.481 2.284
H -8.378 0.073 0.261
H -7.240 0.880 -1.786
H -4.778 1.152 -1.814
H -3.454 0.628 0.229
```

These are the Mulliken partial charges, in e, on atoms 1 to 4: number 1, C, carries -0.801; number 2, C, carries 0.269; number 3, C, carries -0.542; number 4, C, carries -0.010

Record 4
ORCA calculation (ωB97M-V/def2-TZVPD) on the molecule C6H10O in a non-equilibrium geometry.

Properties
- Energy relative to the best compared isomer or geometry (same formula, charge and spin): 186.0 kJ/mol
- Total energy: -309.771513 Ha
- Molar mass: 98.14 u
- Multiplicity: 1
- Net charge: 0
- Kohn-Sham gap: 10.26 eV

Structure (XYZ):
```
17
C6H10O | the Open Molecules 2025 dataset | ωB97M-V/def2-TZVPD
C -0.335 0.406 -1.966
C -0.154 -0.093 -0.555
C -1.283 -0.521 0.358
C -0.620 0.256 1.525
C 0.577 0.602 0.599
C 1.653 -0.474 0.518
O 0.926 -1.369 -0.291
H -0.822 -0.350 -2.586
H -0.955 1.313 -2.003
H 0.633 0.655 -2.400
H -2.305 -0.266 0.084
H -1.180 -1.594 0.463
H -0.362 -0.341 2.407
H -1.193 1.132 1.845
H 0.921 1.638 0.554
H 1.999 -0.898 1.460
H 2.524 -0.103 -0.023
```

These are the natural (NBO) partial charges, in e, on atoms 1 to 4: number 1, C, carries -0.657; number 2, C, carries 0.353; number 3, C, carries -0.459; number 4, C, carries -0.394

Record 5
ORCA calculation (ωB97M-V/def2-TZVPD) on the molecule C4H5P in a non-equilibrium geometry.

Properties
- Energy relative to the best compared isomer or geometry (same formula, charge and spin): 217.0 kJ/mol
- Total energy: -496.618008 Ha
- Molar mass: 84.06 u
- Multiplicity: 1
- Net charge: 0
- Kohn-Sham gap: 9.78 eV

Structure (XYZ):
```
10
C4H5P | the Open Molecules 2025 dataset | ωB97M-V/def2-TZVPD
C -1.246 -0.081 0.025
C -0.344 -0.953 0.401
C 0.860 -0.052 0.486
P 1.444 0.497 -1.121
C -0.029 1.067 -0.173
H -2.292 0.089 -0.170
H -0.441 -2.103 0.650
H 1.340 -0.040 1.551
H 0.956 -0.555 -1.801
H -0.249 2.132 0.154
```

These are the natural (NBO) partial charges, in e, on atoms 1 to 4: number 1, C, carries -0.183; number 2, C, carries -0.207; number 3, C, carries -0.540; number 4, P, carries 0.561

Record 6
ORCA calculation (ωB97M-V/def2-TZVPD) on a cluster of 2 separate species, C5H11O2 in total in a non-equilibrium geometry.

Properties
- Energy relative to the best compared isomer or geometry (same formula, charge and spin): 92.7 kJ/mol
- Total energy: -347.614369 Ha
- Molar mass: 103.14 u
- Multiplicity: 1
- Net charge: -1
- Kohn-Sham gap: 7.08 eV

Structure (XYZ):
```
18
C5H11O2 | the Open Molecules 2025 dataset | ωB97M-V/def2-TZVPD
C -0.056 -1.256 1.022
C 0.997 -2.092 0.202
C -1.005 -2.130 1.921
O -0.725 -3.406 1.997
O -1.943 -1.532 2.499
H 0.439 -0.615 1.724
H -0.702 -0.682 0.265
H 1.407 -2.807 1.003
H 1.726 -1.342 -0.096
H 0.575 -2.719 -0.582
C -0.292 1.704 -0.818
C 0.152 2.945 -1.686
H -1.375 1.953 -0.577
H -0.242 0.712 -1.257
H 0.365 1.647 0.082
H 1.205 3.016 -1.750
H -0.259 3.937 -1.293
H -0.268 2.667 -2.656
```

These are the natural (NBO) partial charges, in e, on atoms 1 to 4: number 1, C, carries -0.504; number 2, C, carries -0.634; number 3, C, carries 0.753; number 4, O, carries -0.821

Record 7
ORCA calculation (ωB97M-V/def2-TZVPD) on a cluster of 10 separate species, C22H65N4O12 in total in a non-equilibrium geometry.

Properties
- Energy relative to the best compared isomer or geometry (same formula, charge and spin): 0.0 kJ/mol
- Total energy: -1998.681835 Ha
- Molar mass: 577.78 u
- Multiplicity: 1
- Net charge: -1
- Kohn-Sham gap: 9.04 eV

Structure (XYZ):
```
103
C22H65N4O12 | the Open Molecules 2025 dataset | ωB97M-V/def2-TZVPD
C -0.301 -0.121 0.206
O -1.135 -0.574 0.921
O 0.315 1.061 0.497
O -0.110 -0.619 -0.928
H -0.106 1.444 1.325
C 3.539 -1.118 3.047
C 2.162 -1.426 2.331
C 1.806 -2.866 2.371
O 1.754 -3.294 3.609
C 1.800 -4.652 3.852
N 1.124 -0.690 2.986
H 3.803 0.002 3.139
H 4.445 -1.447 2.747
H 3.453 -1.548 4.194
H 2.227 -1.102 1.358
H 2.563 -3.465 1.851
H 0.835 -2.995 1.921
H 0.767 -5.022 3.951
H 2.212 -4.773 4.717
H 2.493 -5.004 2.915
H 0.906 -1.117 3.759
H 0.260 -0.620 2.393
C -2.480 5.209 -2.142
C -1.218 4.315 -2.014
C -0.012 4.825 -1.383
O 0.590 5.784 -2.313
C 1.988 5.895 -2.157
N -1.600 3.042 -1.270
H -3.164 4.745 -2.743
H -2.249 6.155 -2.573
H -2.853 5.567 -1.300
H -1.050 3.802 -3.102
H 0.648 3.952 -1.362
H -0.210 5.449 -0.579
H 2.298 5.847 -1.145
H 2.391 6.504 -2.863
H 2.527 4.945 -2.528
H -2.476 2.523 -1.521
H -0.817 2.369 -1.502
C -5.560 -1.497 -1.271
C -4.309 -1.530 -0.333
C -3.671 -2.873 -0.169
O -4.622 -3.774 0.383
C -4.019 -5.065 0.377
N -3.490 -0.531 -0.731
H -5.427 -1.519 -2.233
H -6.148 -0.497 -1.204
H -6.346 -2.380 -0.840
H -4.924 -1.229 0.654
H -2.894 -2.870 0.544
H -3.188 -3.284 -1.174
H -4.735 -5.824 0.623
H -3.154 -5.104 1.035
H -3.741 -5.388 -0.603
H -2.947 -0.730 -1.565
H -2.656 -0.551 0.009
C 3.055 1.575 -3.583
C 2.863 0.766 -2.135
C 4.297 0.370 -1.473
O 4.925 -0.616 -2.270
C 5.984 -1.269 -1.465
N 2.184 1.666 -1.230
H 3.196 0.761 -4.304
H 3.994 2.180 -3.296
H 2.024 1.987 -3.930
H 2.185 -0.008 -2.496
H 4.020 -0.048 -0.499
H 5.148 1.100 -1.372
H 6.692 -0.390 -1.095
H 6.569 -2.119 -1.990
H 5.470 -1.674 -0.504
H 2.042 1.098 -0.411
H 1.256 1.673 -1.674
C -0.317 0.059 -4.337
O -0.847 0.564 -3.085
H -1.086 -0.744 -4.474
H 0.584 -0.615 -4.132
H -0.359 0.717 -5.125
H -0.197 0.176 -2.346
C -2.485 2.620 2.165
O -1.951 3.777 1.598
H -1.658 1.929 2.679
H -2.890 1.951 1.516
H -3.153 2.960 2.854
H -1.702 3.583 0.651
C 0.025 -3.350 -2.697
O 1.011 -2.714 -1.829
H -0.303 -3.947 -1.977
H 0.451 -3.724 -3.558
H -0.681 -2.690 -2.948
H 0.436 -1.916 -1.421
C -2.122 -2.900 3.475
O -2.374 -1.522 3.150
H -3.176 -3.235 3.772
H -1.543 -3.110 4.185
H -1.857 -3.520 2.559
H -2.008 -1.187 2.459
C 0.984 2.422 4.632
O 2.078 2.068 3.852
H 0.659 3.254 4.288
H 1.412 2.655 5.614
H 0.230 1.774 4.640
H 1.641 1.323 3.377
```

These are the Mulliken partial charges, in e, on atoms 1 to 4: number 1, C, carries 1.543; number 2, O, carries -0.899; number 3, O, carries -0.542; number 4, O, carries -0.399

Record 8
ORCA calculation (ωB97M-V/def2-TZVPD) on a structure of composition C16H32Br2Cl6CsMgN2O13P2S2 in a non-equilibrium geometry.

Properties
- Energy relative to the best compared isomer or geometry (same formula, charge and spin): 1072.7 kJ/mol
- Total energy: -11324.198194 Ha
- Molar mass: 1116.25 u
- Multiplicity: 1
- Net charge: +1
- Kohn-Sham gap: 2.51 eV

Structure (XYZ):
```
77
C16H32Br2Cl6CsMgN2O13P2S2 | the Open Molecules 2025 dataset | ωB97M-V/def2-TZVPD
O -4.295 2.987 5.102
P -3.088 3.052 4.084
O -2.651 4.722 3.690
O -1.676 2.413 4.949
C -3.286 1.984 2.514
C -2.029 2.052 1.414
P -0.460 3.145 1.663
O 0.598 2.414 2.865
Cl 0.585 3.157 -0.224
C -2.125 1.119 0.066
C -3.452 0.164 -0.108
N -4.609 0.126 0.891
C -4.537 0.988 2.153
Cl -5.996 0.845 3.313
H -3.217 5.058 2.935
H -1.899 2.289 5.921
H 1.371 3.058 3.034
H -1.294 1.093 -0.774
H -3.511 -0.537 -1.070
H -5.394 -0.536 0.669
C 4.260 5.244 0.308
O 3.477 5.257 1.249
N 4.223 6.095 -0.775
C 5.189 6.013 -1.850
C 3.186 7.104 -0.843
H 5.088 4.517 0.258
H 5.721 6.966 -1.921
H 4.660 5.817 -2.787
H 5.911 5.212 -1.671
H 3.264 7.755 0.033
H 2.209 6.611 -0.829
H 3.285 7.699 -1.755
C 6.387 0.783 0.147
C 5.142 1.628 0.183
O 5.092 2.716 -0.389
C 3.961 1.091 0.946
H 7.157 1.296 -0.438
H 6.763 0.631 1.162
H 6.170 -0.179 -0.326
H 4.228 0.953 1.997
H 3.635 0.144 0.508
H 3.134 1.807 0.886
O -3.183 0.227 5.988
H -3.690 0.758 5.401
Cs 0.956 0.242 2.551
C -5.763 -5.587 1.460
S -6.251 -3.896 1.039
O -5.302 -3.400 -0.011
C -5.751 -3.161 2.615
H -5.952 -6.228 0.596
H -4.699 -5.618 1.708
H -6.356 -5.938 2.307
H -4.688 -3.343 2.791
H -6.345 -3.593 3.424
H -5.931 -2.085 2.569
O 5.795 3.618 -5.337
S 6.702 4.760 -5.123
O 5.918 6.007 -5.065
O 7.666 4.838 -6.237
O 7.431 4.579 -3.855
Mg 8.775 5.728 -2.334
Br -4.429 -8.244 -0.474
C -5.396 -9.496 -1.615
C -6.607 -8.844 -2.241
Br -8.063 -8.678 -0.954
H -5.639 -10.366 -1.000
H -4.676 -9.791 -2.386
H -7.007 -9.467 -3.045
H -6.408 -7.841 -2.629
O -4.209 -8.471 -4.516
H -3.363 -8.760 -4.892
H -4.015 -8.345 -3.575
C 5.860 -2.871 -2.868
Cl 6.922 -1.508 -3.304
Cl 4.741 -3.206 -4.214
Cl 6.851 -4.317 -2.547
Cl 4.927 -2.454 -1.409
```

These are the Mulliken partial charges, in e, on atoms 1 to 4: number 1, O, carries -0.571; number 2, P, carries 0.826; number 3, O, carries -0.475; number 4, O, carries -0.426